(1)
ORCA calculation (the ωB97M-V functional and the def2-TZVPD basis) on C18H33BBr2CrN8 as an isolated structure.

Summary:
- ⟨S²⟩: 3.7873
- 2S+1: 4
- Orbital gap (alpha / beta): 0.2712 / 0.2871 Eh
- Total charge: +3

Positions of all 63 atoms, in Å:
Cr1 0.937 0.931 0.253
C1 2.892 1.274 3.388
C2 2.006 0.119 3.075
C3 1.807 -0.971 3.906
C4 0.900 -1.803 3.257
C5 0.354 -3.093 3.731
N1 0.584 -1.219 2.090
N2 1.259 -0.042 1.959
B1 -0.436 -1.671 1.038
N3 -1.445 -0.512 0.872
N4 -1.005 0.752 0.622
C6 -2.075 1.571 0.682
C7 -2.071 3.058 0.554
C8 -3.205 0.811 0.949
C9 -2.771 -0.506 1.076
C10 -3.587 -1.702 1.381
N5 0.323 -1.809 -0.291
N6 1.043 -0.750 -0.736
C11 1.684 -1.134 -1.862
C12 2.611 -0.278 -2.653
C13 1.358 -2.455 -2.126
C14 0.498 -2.859 -1.104
C15 -0.140 -4.181 -0.919
H1 3.082 1.282 4.459
H2 3.859 1.174 2.894
H3 2.421 2.221 3.138
H4 2.261 -1.138 4.865
H5 0.823 -3.363 4.673
H6 -0.723 -3.032 3.890
H7 0.542 -3.889 3.011
H8 -0.973 -2.671 1.344
H9 -1.116 3.479 0.253
H10 -2.852 3.377 -0.136
H11 -2.327 3.494 1.521
H12 -4.210 1.172 1.072
H13 -4.639 -1.434 1.376
H14 -3.420 -2.496 0.656
H15 -3.341 -2.097 2.367
H16 2.322 0.772 -2.641
H17 3.624 -0.360 -2.258
H18 2.647 -0.636 -3.679
H19 1.713 -3.056 -2.943
H20 0.073 -4.814 -1.775
H21 0.245 -4.677 -0.028
H22 -1.219 -4.089 -0.804
Br1 3.578 1.564 0.000
C16 3.321 3.350 0.710
Br2 1.412 3.533 0.986
H23 3.645 4.085 -0.021
H24 3.851 3.455 1.654
N7 -1.714 2.134 -4.725
C17 -2.017 1.405 -3.445
C18 -0.779 0.886 -2.699
N8 -0.034 1.861 -1.883
H25 -2.577 2.280 -5.264
H26 -1.082 1.588 -5.322
H27 -1.301 3.060 -4.574
H28 -2.638 0.548 -3.706
H29 -2.611 2.062 -2.809
H30 -0.089 0.412 -3.400
H31 -1.139 0.104 -2.028
H32 -0.690 2.473 -1.404
H33 0.552 2.447 -2.472

=====

(2)
ORCA calculation (the ωB97M-V functional and the def2-TZVPD basis) on C18H33Br2F3INNbO6S2 as an isolated structure in a non-equilibrium geometry.

Summary:
- Orbital gap: 0.2502 Eh
- Total charge: -1

Positions of all 67 atoms, in Å:
F1 3.676 2.552 -1.865
C1 4.178 3.291 -2.844
F2 4.774 4.345 -2.297
Br1 5.610 2.226 -3.710
C2 3.074 3.795 -3.810
F3 3.650 4.860 -4.447
Br2 2.572 2.541 -5.200
C3 1.843 4.276 -3.090
C4 0.946 3.173 -2.443
Nb1 -1.164 2.934 -3.278
C5 -0.727 0.877 -4.089
C6 -2.054 0.060 -4.143
C7 -2.066 -1.025 -3.093
I1 -0.687 -2.614 -3.560
C8 -1.583 4.938 -2.278
C9 -1.212 6.166 -2.829
C10 -1.491 7.347 -2.187
N1 -2.139 7.470 -1.025
C11 -2.491 6.292 -0.501
C12 -2.237 5.061 -1.051
H1 1.258 4.785 -3.845
H2 2.113 5.018 -2.344
H3 0.849 3.442 -1.393
H4 1.408 2.192 -2.477
H5 -1.784 2.108 -1.746
H6 -2.878 3.028 -3.918
H7 -0.687 3.784 -4.839
H8 -0.279 0.943 -5.077
H9 -0.042 0.335 -3.441
H10 -2.167 -0.379 -5.127
H11 -2.910 0.696 -3.932
H12 -3.024 -1.514 -2.992
H13 -1.774 -0.593 -2.146
H14 -0.704 6.199 -3.779
H15 -1.162 8.272 -2.650
H16 -3.025 6.332 0.443
H17 -2.551 4.179 -0.520
O1 -3.531 -6.012 1.042
S1 -3.393 -4.620 1.347
O2 -3.385 -3.649 0.303
O3 -2.117 -4.423 2.270
C13 -0.857 -4.967 1.810
C14 -0.211 -4.095 0.753
C15 -4.599 -4.160 2.546
H18 -0.998 -5.988 1.452
H19 -0.214 -5.012 2.687
H20 -0.784 -4.095 -0.173
H21 0.793 -4.456 0.531
H22 -0.147 -3.063 1.097
H23 -4.577 -4.878 3.360
H24 -5.566 -4.176 2.050
H25 -4.374 -3.157 2.899
O4 1.299 -4.898 5.005
S2 1.465 -3.511 5.319
O5 1.515 -2.532 4.282
O6 2.742 -3.347 6.252
C16 3.983 -3.923 5.792
C17 4.652 -3.076 4.727
C18 0.256 -3.031 6.504
H26 3.806 -4.941 5.441
H27 4.614 -3.985 6.676
H28 4.074 -3.068 3.804
H29 5.644 -3.471 4.506
H30 4.749 -2.044 5.063
H31 0.251 -3.755 7.313
H32 -0.704 -3.022 5.993
H33 0.499 -2.037 6.868

=====

(3)
ORCA calculation (the ωB97M-V functional and the def2-TZVPD basis) on a 7-piece molecular cluster, C18H33ClN3O7S3 overall in a non-equilibrium geometry.

Summary:
- ⟨S²⟩: 0.7585
- 2S+1: 2
- Orbital gap (alpha / beta): 0.2671 / 0.0898 Eh

Positions of all 65 atoms, in Å:
Cl1 0.452 1.180 -1.234
O1 1.789 0.675 -1.038
O2 -0.256 0.134 -1.922
O3 -0.153 1.508 0.076
O4 0.605 2.364 -1.995
N1 1.333 1.125 -7.542
C1 1.312 -0.226 -7.724
C2 0.646 -0.776 -6.660
C3 0.484 0.197 -5.721
C4 0.837 1.369 -6.327
H1 1.710 1.815 -8.176
H2 1.772 -0.599 -8.628
H3 0.407 -1.822 -6.539
H4 0.177 -0.062 -4.718
H5 0.809 2.366 -5.913
N2 0.792 -3.348 1.395
C5 0.208 -2.448 0.488
C6 -0.409 -3.163 -0.521
C7 -0.454 -4.496 -0.075
C8 0.359 -4.617 1.111
H6 1.288 -3.097 2.238
H7 0.349 -1.385 0.612
H8 -0.939 -2.779 -1.380
H9 -0.944 -5.384 -0.449
H10 0.598 -5.528 1.640
N3 1.021 2.884 2.967
C9 1.452 4.054 3.532
C10 1.589 3.821 4.854
C11 1.495 2.477 5.042
C12 1.212 1.870 3.867
H11 0.928 2.693 1.980
H12 1.688 4.962 2.997
H13 1.762 4.500 5.675
H14 1.560 1.958 5.987
H15 0.964 0.879 3.518
C13 -4.219 -3.635 0.869
S1 -3.228 -2.268 1.624
O5 -4.249 -1.614 2.592
C14 -3.231 -1.240 0.044
H16 -4.464 -4.452 1.548
H17 -3.735 -4.159 0.044
H18 -5.110 -3.277 0.353
H19 -3.284 -0.178 0.281
H20 -4.034 -1.547 -0.626
H21 -2.284 -1.435 -0.459
C15 -2.584 2.487 2.471
S2 -4.258 1.777 2.007
O6 -4.633 0.710 3.013
C16 -5.155 3.375 2.107
H22 -1.826 1.710 2.364
H23 -2.391 3.000 3.413
H24 -2.198 3.201 1.743
H25 -4.677 3.969 1.329
H26 -4.888 3.842 3.055
H27 -6.238 3.272 2.035
C17 5.641 -0.184 -1.323
S3 5.882 -1.126 0.300
O7 6.514 -0.155 1.262
C18 4.085 -1.301 0.818
H28 4.902 0.616 -1.286
H29 5.608 -0.703 -2.281
H30 6.555 0.389 -1.480
H31 3.571 -1.926 0.087
H32 3.469 -0.407 0.915
H33 4.018 -1.841 1.762